[1]
ORCA calculation (ωB97M-V/def2-TZVPD) on C22H46Cl34NO7S2 as an isolated structure.

As for the charge: -1. For the HOMO-LUMO gap, the calculation gives 8.5 eV. The total energy is -486813.9334 eV. For the energy relative to the best compared isomer or geometry (same formula, charge and spin), the calculation gives 145.6 kJ/mol.

Each line ends with the Mulliken charge.
Geometry (Å):
C: -3.72757 1.17976 -2.42938  -1.367
C: -2.78327 0.00326 -2.01746  0.498
C: -1.26054 0.36085 -2.06104  0.893
C: -0.66889 -0.07740 -0.68906  -1.150
O: 0.76968 0.01769 -0.74892  -0.245
S: 1.49707 -0.49156 0.63995  0.671
O: 2.83711 -0.99291 0.20258  -0.607
O: 1.66555 0.68945 1.52188  -0.664
N: 0.68801 -1.78340 1.32932  -0.404
S: -0.30327 -1.27046 2.58453  1.369
O: -1.36112 -0.28863 2.20330  -0.663
O: -0.98627 -2.50397 3.10177  -0.772
C: 0.64378 -0.59042 4.00192  -0.449
O: 0.45602 0.81253 4.04409  -0.170
O: -0.73611 1.06969 4.75440  -0.227
H: -4.41190 1.45333 -1.61097  0.244
H: -3.16132 2.08490 -2.69834  0.358
H: -4.32006 0.86148 -3.30614  0.268
H: -2.94935 -0.91971 -2.59921  -0.518
H: -3.03348 -0.25276 -0.96794  0.469
H: -1.12491 1.45569 -2.10053  0.167
H: -0.71937 -0.15631 -2.86100  -0.356
H: -1.01348 0.66425 0.05385  0.402
H: -1.01523 -1.09152 -0.44171  0.501
H: 0.35861 -1.00481 4.97884  0.468
H: 1.73260 -0.74521 3.88926  0.116
H: -1.33285 1.43194 4.08804  0.235
C: 1.29158 -2.62925 -4.03327  -0.070
Cl: 0.80667 -1.27216 -5.06078  -0.185
Cl: 0.15423 -2.87790 -2.70667  -0.089
H: 1.32436 -3.52838 -4.64038  0.162
H: 2.27361 -2.42306 -3.61923  0.156
C: 0.56126 -5.65831 3.59856  0.491
Cl: 1.23324 -6.94199 2.57760  -0.209
Cl: 1.82349 -4.58300 4.20011  -0.140
H: -0.14571 -5.07357 3.01569  0.183
H: 0.06347 -6.11453 4.44449  -0.312
C: 1.47224 -8.57522 5.94046  -0.326
Cl: 1.98947 -9.80124 7.10603  -0.180
Cl: -0.09058 -7.87675 6.38487  -0.122
H: 2.21255 -7.78224 5.91186  0.300
H: 1.38339 -9.03492 4.96214  0.279
C: 3.58501 1.82665 4.59475  0.123
Cl: 3.56475 0.20133 5.29312  -0.168
Cl: 3.38156 3.06682 5.84007  -0.225
H: 4.53188 1.98694 4.09722  0.253
H: 2.76971 1.90653 3.88041  0.040
C: 0.22960 2.46734 -4.57046  -0.182
Cl: 0.65049 3.93338 -5.47184  -0.157
Cl: -1.41704 1.94045 -4.92694  -0.035
H: 0.91879 1.67620 -4.84659  0.139
H: 0.31007 2.67374 -3.50805  0.242
C: -3.33465 -6.21739 6.70245  -0.222
Cl: -4.95234 -6.35286 6.00204  -0.165
Cl: -2.37507 -4.98051 5.88283  -0.048
H: -3.42879 -5.95044 7.74595  0.262
H: -2.83143 -7.17408 6.60785  0.182
C: 1.51525 6.78185 -7.73674  0.129
Cl: 2.99106 7.74880 -7.61770  -0.177
Cl: 0.10716 7.79644 -8.06929  -0.159
H: 1.63016 6.06490 -8.54251  0.293
H: 1.35980 6.26177 -6.79744  -0.088
C: -4.13019 -4.03549 -3.62953  -0.378
Cl: -3.50002 -3.22878 -2.19146  -0.064
Cl: -3.38829 -3.40026 -5.10498  -0.130
H: -3.91596 -5.09677 -3.55885  0.304
H: -5.20209 -3.87542 -3.67949  0.284
C: -4.22237 2.11070 2.43696  -0.311
Cl: -3.97604 2.33441 0.70127  -0.173
Cl: -2.96923 2.92520 3.37999  -0.157
H: -5.18751 2.52374 2.71082  0.426
H: -4.19191 1.04898 2.66168  0.149
C: -5.70376 -8.84358 9.17616  -0.280
Cl: -7.14194 -7.90308 8.76696  -0.141
Cl: -4.26332 -7.82252 9.27646  -0.126
H: -5.86024 -9.32070 10.13773  0.307
H: -5.54579 -9.59482 8.40950  0.249
C: -3.85639 1.19311 -8.27584  -0.326
Cl: -3.89197 -0.44267 -7.60691  -0.102
Cl: -4.21480 2.40410 -7.04108  -0.140
H: -2.86670 1.38589 -8.67688  0.244
H: -4.59825 1.26602 -9.06414  0.321
C: 2.46811 -3.84713 -7.87782  -0.270
Cl: 2.95611 -5.01284 -6.64061  -0.156
Cl: 0.84610 -3.21672 -7.57316  -0.103
H: 3.17048 -3.01986 -7.87481  0.248
H: 2.47817 -4.33957 -8.84447  0.296
C: 2.36608 11.38685 -6.25503  0.064
Cl: 1.85199 12.76365 -7.23880  -0.169
Cl: 1.27843 11.12779 -4.88703  -0.149
H: 2.36884 10.49491 -6.87324  0.009
H: 3.36481 11.57908 -5.87674  0.250
C: 5.15144 -0.76569 -1.64869  0.098
Cl: 5.12443 -0.52782 -3.40311  -0.205
Cl: 6.62144 -0.08556 -0.92764  -0.208
H: 4.28521 -0.27852 -1.21078  0.070
H: 5.11923 -1.82850 -1.43852  0.256
C: 2.89410 11.30333 -1.28189  -0.171
Cl: 3.66815 10.06876 -2.27926  -0.133
Cl: 4.06963 12.46990 -0.66171  -0.162
H: 2.16263 11.83086 -1.88582  0.184
H: 2.40515 10.81922 -0.44322  0.283
C: -3.04055 3.08432 7.36474  -0.101
Cl: -2.70475 4.51304 6.38207  -0.153
Cl: -4.67192 2.46541 7.07297  -0.162
H: -2.32127 2.31083 7.11194  0.109
H: -2.94979 3.35045 8.41239  0.305
C: 7.74233 -0.30042 2.76239  -0.242
Cl: 8.36826 -1.44246 3.95986  -0.179
Cl: 6.19216 0.38072 3.26346  -0.077
H: 8.45736 0.50666 2.64194  0.300
H: 7.60572 -0.81977 1.81958  0.176


[2]
ORCA calculation (ωB97M-V/def2-TZVPD) on one molecule with the formula C16H30N2O7.

The SMILES is CCOC(=O)N1CCOCCOCCN(C(=O)OCC)CCOCC1. As for the charge: 0. For the HOMO-LUMO gap, the calculation gives 9.6 eV. The total energy is -34391.5240 eV. For the energy relative to the best compared isomer or geometry (same formula, charge and spin), the calculation gives 0.0 kJ/mol.

Each line ends with the natural charge from an NBO analysis.
Geometry (Å):
C: 0.68007 -2.05319 2.53275  -0.641
C: 2.15178 -2.35347 2.28286  -0.069
H: 2.77427 -1.83968 3.02233  0.203
H: 2.34842 -3.42759 2.31366  0.185
O: 2.55176 -1.94037 0.97597  -0.531
C: 2.91027 -0.64485 0.85887  0.907
O: 3.02990 0.10904 1.80053  -0.682
N: 3.15906 -0.29704 -0.42580  -0.455
C: 3.12370 -1.26304 -1.50423  -0.226
H: 3.70942 -2.14102 -1.21312  0.214
H: 3.58236 -0.79825 -2.37809  0.209
C: 1.71610 -1.74367 -1.88016  -0.074
O: 0.98268 -0.68258 -2.45685  -0.553
C: -0.41075 -0.73632 -2.25031  -0.067
C: -0.80748 -0.61059 -0.76427  -0.274
N: -2.01124 0.17398 -0.58663  -0.446
C: -3.19500 -0.46895 -0.51004  0.893
O: -3.33275 -1.66093 -0.66944  -0.672
O: -4.22400 0.38234 -0.26171  -0.534
C: -5.51214 -0.21870 -0.16881  -0.067
C: -5.76417 -0.79813 1.21627  -0.635
H: -5.05933 -1.60288 1.40895  0.225
H: -6.77480 -1.19307 1.26903  0.213
H: -5.64136 -0.02882 1.97517  0.206
H: -5.59408 -1.00640 -0.92488  0.200
H: -6.21558 0.58682 -0.39248  0.184
C: -1.85800 1.58910 -0.33074  -0.253
H: -1.02509 1.94036 -0.94018  0.226
H: -2.77624 2.10325 -0.61765  0.226
C: -1.57455 1.86519 1.15814  -0.072
H: -2.33625 1.35242 1.75562  0.191
O: -0.33214 1.35357 1.59127  -0.544
C: 0.75119 2.25028 1.65246  -0.098
H: 0.54312 3.05512 2.37538  0.160
C: 1.14220 2.90723 0.31645  -0.098
O: 1.20819 1.96084 -0.73163  -0.560
C: 2.41410 1.84870 -1.44213  -0.072
C: 3.51749 1.07754 -0.70060  -0.245
H: 4.42951 1.10385 -1.30656  0.195
H: 3.71841 1.54514 0.26651  0.239
H: 2.13828 1.30418 -2.34842  0.216
H: 2.80204 2.84188 -1.71260  0.165
H: 0.39027 3.66055 0.03695  0.171
H: 2.09949 3.41928 0.45681  0.184
H: 1.58067 1.64052 2.01794  0.235
H: -1.64163 2.94237 1.35515  0.167
H: -0.00033 -0.10908 -0.22912  0.246
H: -0.99179 -1.59542 -0.33054  0.224
H: -0.80225 0.12134 -2.80250  0.191
H: -0.83166 -1.65377 -2.68311  0.174
H: 1.22069 -2.12722 -0.98679  0.191
H: 1.81137 -2.56567 -2.60669  0.172
H: 0.41419 -2.36034 3.54032  0.215
H: 0.05660 -2.59286 1.82388  0.207
H: 0.49005 -0.98724 2.42610  0.236


[3]
ORCA calculation (ωB97M-V/def2-TZVPD) on a 2-piece molecular cluster, C3H5NO2 overall.

As for the charge: 0. For the HOMO-LUMO gap, the calculation gives 9.4 eV. The total energy is -8773.5694 eV. For the energy relative to the best compared isomer or geometry (same formula, charge and spin), the calculation gives 398.0 kJ/mol.

Each line ends with the natural charge from an NBO analysis.
Geometry (Å):
C: -1.76371 0.77367 0.15433  -0.708
C: -0.70990 -0.18972 -0.01294  0.488
C: 0.85052 0.23081 -0.01983  0.545
H: -1.39357 1.26989 1.18393  0.233
H: -2.81190 0.36658 0.39804  0.251
H: -1.67179 1.47922 -0.68469  0.258
H: 0.82644 -1.69250 -0.69276  0.404
H: 2.65850 -0.73809 -0.04515  0.389
N: 1.55851 -0.86948 0.39422  -0.778
O: -1.07628 -1.28464 -0.22661  -0.521
O: 1.22894 1.34873 -0.22943  -0.562


[4]
ORCA calculation (ωB97M-V/def2-TZVPD) on a 3-piece molecular cluster, C4H16NO2 overall.

As for the charge: +1. For the HOMO-LUMO gap, the calculation gives 11.1 eV. The total energy is -9984.5419 eV. For the energy relative to the best compared isomer or geometry (same formula, charge and spin), the calculation gives 274.0 kJ/mol.

Each line ends with the natural charge from an NBO analysis.
Geometry (Å):
C: -0.09633 -0.51900 0.37825  -0.219
C: 0.41395 0.76031 1.05966  -0.428
C: 1.83445 0.75306 1.45541  -0.430
C: 2.96646 1.09941 0.40239  -0.618
N: -1.52022 -0.41664 -0.00868  -0.722
H: 0.08047 -1.36510 1.10059  0.236
H: 0.42259 -0.87604 -0.69603  0.231
H: -0.20891 0.87891 1.99536  0.217
H: -0.00261 1.51982 0.48355  0.213
H: 2.32187 -0.24647 1.69823  0.234
H: 1.94687 1.44155 2.35327  0.232
H: 2.71565 1.83513 -0.39297  0.207
H: 3.89531 1.22076 1.08542  0.244
H: 3.17833 0.16559 -0.27314  0.202
H: -2.10812 -1.28884 -0.10498  0.466
H: -2.18173 0.12851 0.52084  0.435
H: -1.36100 0.06005 -0.97679  0.487
H: -4.49882 -3.59765 -1.25158  0.474
H: -3.30331 -4.13723 -1.72617  0.473
O: -3.57478 -3.72714 -0.84608  -0.945
H: -0.75154 2.16401 -2.74282  0.503
H: 0.22357 2.43779 -1.63850  0.496
O: -0.39215 1.70922 -1.87526  -0.986